(1)
Here is 6 unconnected molecules or ions with the total composition C15H30Cl6O9 from the Open Molecules 2025 dataset. Energies are from wB97M-V/def2-TZVPD.

Cartesian coordinates (Å):
C1 -12.149 1.835 -4.352
C2 -11.247 2.609 -3.446
O1 -11.088 1.938 -2.206
C3 -10.014 1.030 -1.974
O2 -9.178 0.603 -2.804
O3 -10.013 0.711 -0.647
C4 -9.139 -0.287 -0.127
H1 -12.541 2.411 -5.191
H2 -13.048 1.365 -3.952
H3 -11.679 0.942 -4.765
H4 -11.722 3.580 -3.311
H5 -10.270 2.822 -3.881
H6 -8.144 -0.074 -0.517
H7 -9.426 -1.277 -0.481
H8 -9.087 -0.369 0.959
C5 7.041 0.445 1.109
C6 8.417 0.189 0.512
O4 9.061 -0.887 1.168
C7 10.136 -1.465 0.683
O5 10.731 -1.141 -0.356
O6 10.469 -2.466 1.567
C8 11.554 -3.312 1.342
H9 6.257 0.037 0.471
H10 6.865 1.520 1.068
H11 7.067 0.202 2.171
H12 9.059 1.069 0.481
H13 8.288 -0.126 -0.523
H14 11.414 -4.285 1.814
H15 12.498 -3.053 1.820
H16 11.886 -3.402 0.307
C9 1.376 -2.672 -2.700
C10 2.281 -3.224 -3.763
O7 2.912 -2.165 -4.440
C11 3.612 -2.364 -5.608
O8 3.636 -3.435 -6.202
O9 4.148 -1.210 -5.976
C12 5.063 -1.336 -7.108
H17 0.702 -1.911 -3.094
H18 1.966 -2.301 -1.862
H19 0.693 -3.460 -2.381
H20 1.785 -3.903 -4.457
H21 3.110 -3.751 -3.291
H22 5.866 -0.615 -6.952
H23 4.591 -1.104 -8.063
H24 5.579 -2.294 -7.185
Cl1 -0.323 1.581 4.058
C13 -1.596 2.795 3.957
Cl2 -2.490 2.615 2.461
H25 -2.235 2.707 4.836
H26 -1.065 3.746 3.999
Cl3 0.180 6.749 8.794
C14 -0.564 8.165 7.952
Cl4 0.422 8.608 6.517
H27 -1.577 7.946 7.615
H28 -0.471 8.962 8.690
Cl5 -3.410 -2.348 8.028
C15 -3.973 -3.971 7.548
Cl6 -3.701 -4.306 5.847
H29 -3.459 -4.705 8.168
H30 -5.055 -3.961 7.673

Properties
- SMILES = CCOC(=O)OC.CCOC(=O)OC.CCOC(=O)OC.ClCCl.ClCCl.ClCCl
- highest occupied orbital energy (eV) = -10.71
- energy above the lowest of the compared OMol25 structures with the same formula, charge and spin (kJ/mol) = 169.1
- multiplicity = 1
- orbital gap (eV) = 11.19

(2)
Here is 2 unconnected molecules or ions with the total composition C16H25B2N3O3 from the Open Molecules 2025 dataset. Energies are from wB97M-V/def2-TZVPD.

Cartesian coordinates (Å):
C1 3.202 -1.786 -2.835
C2 2.002 -2.622 -2.208
B1 1.815 -2.245 -0.667
O1 2.598 -2.878 0.276
C3 0.736 -1.101 -0.273
C4 -0.657 -1.848 -0.442
C5 0.691 -0.002 -1.328
N1 0.985 0.825 -2.035
C6 0.934 -0.497 1.165
C7 0.539 -1.620 2.132
N2 0.238 -2.451 2.829
C8 2.401 -0.118 1.564
C9 3.295 0.598 0.517
C10 3.221 2.135 0.491
O2 4.666 0.297 0.877
B2 -0.191 0.653 1.451
C11 -0.048 2.197 1.101
O3 -1.403 0.247 2.016
H1 2.802 -0.933 -3.412
H2 3.698 -2.439 -3.575
H3 3.895 -1.437 -2.052
H4 2.256 -3.695 -2.307
H5 1.090 -2.411 -2.793
H6 2.751 -3.781 -0.042
H7 -0.693 -2.130 -1.515
H8 -1.518 -1.185 -0.279
H9 -0.695 -2.797 0.116
H10 2.364 0.531 2.464
H11 2.910 -1.039 1.905
H12 3.188 0.242 -0.527
H13 2.965 2.572 1.469
H14 2.395 2.404 -0.200
H15 4.125 2.598 0.062
H16 4.760 -0.654 1.025
H17 -0.969 2.723 1.429
H18 0.758 2.628 1.731
H19 0.097 2.424 0.032
H20 -2.091 0.419 1.342
C12 -6.228 2.016 -0.566
C13 -4.915 2.059 -1.003
C14 -3.954 1.403 -0.252
N3 -4.219 0.731 0.874
C15 -5.491 0.705 1.277
C16 -6.527 1.325 0.597
H21 -7.010 2.515 -1.125
H22 -4.641 2.589 -1.906
H23 -2.911 1.408 -0.558
H24 -5.676 0.156 2.193
H25 -7.540 1.269 0.970

Properties
- SMILES = CCB(O)[C@](C)(C#N)[C@@](C#N)(C[C@@H](C)O)B(C)O.c1ccncc1
- highest occupied orbital energy (eV) = -9.88
- multiplicity = 1
- orbital gap (eV) = 10.25

(3)
Here is a molecular structure, C31H29FN6O3ReS from the Open Molecules 2025 dataset. Energies are from wB97M-V/def2-TZVPD.

Cartesian coordinates (Å):
Re1 0.681 -1.656 -1.053
C1 -3.644 4.530 -0.777
C2 -3.549 3.866 0.591
C3 -3.275 4.912 1.658
C4 -3.022 4.271 3.010
C5 -1.852 3.338 2.907
C6 -0.989 3.136 3.958
C7 0.063 2.233 3.834
F1 0.888 2.072 4.885
C8 0.263 1.504 2.700
C9 -0.609 1.691 1.618
C10 -0.475 0.811 0.457
O1 0.429 -0.060 0.471
C11 -1.422 1.013 -0.583
C12 -2.353 2.011 -0.444
N1 -2.481 2.819 0.609
C13 -1.640 2.631 1.706
C14 -1.557 0.213 -1.850
O2 -2.324 0.583 -2.709
O3 -0.876 -0.912 -1.969
H1 -4.329 5.375 -0.704
H2 -4.026 3.872 -1.555
H3 -2.667 4.907 -1.087
H4 -4.487 3.360 0.831
H5 -4.140 5.574 1.699
H6 -2.413 5.518 1.359
H7 -3.908 3.705 3.313
H8 -2.834 5.023 3.776
H9 -1.123 3.670 4.891
H10 1.058 0.778 2.624
H11 -3.048 2.149 -1.259
C15 -0.615 -2.888 0.276
C16 -1.727 -2.123 0.891
C17 -1.601 -1.570 2.170
C18 -2.562 -0.725 2.690
C19 -3.704 -0.432 1.944
C20 -3.892 -1.042 0.703
C21 -2.918 -1.876 0.193
C22 -4.628 0.558 2.422
N2 -5.321 1.394 2.806
H12 -1.008 -3.686 -0.361
H13 -0.010 -3.343 1.061
H14 -0.701 -1.767 2.741
H15 -2.423 -0.264 3.660
H16 -4.786 -0.830 0.129
H17 -3.051 -2.313 -0.790
C23 0.778 -3.182 -2.536
H18 0.217 -4.097 -2.286
H19 1.812 -3.471 -2.754
H20 0.348 -2.828 -3.478
N3 2.356 -4.052 -0.149
C24 3.314 -4.537 0.651
C25 3.742 -3.496 1.447
C26 2.982 -2.396 1.038
N4 2.153 -2.751 0.065
H21 1.860 -4.491 -0.909
H22 3.619 -5.568 0.595
H23 4.500 -3.526 2.209
H24 3.001 -1.372 1.372
C27 6.177 0.003 -4.997
C28 5.444 -0.892 -4.044
C29 5.779 -2.231 -3.879
C30 5.019 -2.953 -2.982
N5 4.005 -2.427 -2.300
C31 3.752 -1.138 -2.535
S1 2.452 -0.299 -1.659
N6 4.436 -0.350 -3.365
H25 7.136 -0.422 -5.290
H26 6.328 0.981 -4.544
H27 5.573 0.148 -5.896
H28 6.598 -2.682 -4.421
H29 5.228 -4.002 -2.794

Properties
- highest occupied orbital energy (spin up / spin down) (eV) = -7.53 / -7.12
- energy above the lowest of the compared OMol25 structures with the same formula, charge and spin (kJ/mol) = 0.0
- multiplicity = 2
- orbital gap (spin up / spin down) (eV) = 7.01 / 6.89

(4)
Here is 2 unconnected molecules or ions with the total composition C3H3Cl2NO from the Open Molecules 2025 dataset. Energies are from wB97M-V/def2-TZVPD.

Cartesian coordinates (Å):
O1 0.176 -1.250 0.668
C1 1.159 -0.546 0.514
Cl1 2.777 -1.090 0.672
C2 0.982 0.867 -0.033
Cl2 2.324 1.938 0.029
H1 0.426 0.505 -0.916
H2 0.234 1.393 0.543
C3 -2.721 -0.637 -0.467
N1 -2.738 0.528 -0.375
H3 -2.620 -1.708 -0.635

Properties
- SMILES = O=C(Cl)CCl.C#N
- highest occupied orbital energy (eV) = -10.81
- energy above the lowest of the compared OMol25 structures with the same formula, charge and spin (kJ/mol) = 87.6
- multiplicity = 1
- orbital gap (eV) = 11.28

(5)
Here is 3 unconnected molecules or ions with the total composition C5H14O2 from the Open Molecules 2025 dataset. Energies are from wB97M-V/def2-TZVPD.

Cartesian coordinates (Å):
C1 0.904 0.814 -1.126
C2 1.018 0.571 0.183
C3 1.692 1.470 1.253
C4 0.523 -0.742 0.819
C5 0.967 -2.114 -0.103
H1 1.340 1.718 -1.581
H2 0.274 0.161 -1.712
H3 2.696 1.484 1.324
H4 1.442 2.507 0.838
H5 1.051 1.277 2.188
H6 -0.514 -0.633 0.760
H7 0.723 -1.136 1.900
H8 0.021 -2.348 -0.673
H9 1.560 -1.601 -0.810
H10 1.353 -2.826 0.581
O1 -2.949 -1.072 0.467
H11 -3.131 -1.803 1.069
H12 -2.882 -1.150 -0.340
O2 -2.275 1.512 -1.826
H13 -1.224 1.591 -1.844
H14 -2.589 2.319 -1.368

Properties
- SMILES = C=C(C)CC.O.O
- highest occupied orbital energy (eV) = -9.38
- energy above the lowest of the compared OMol25 structures with the same formula, charge and spin (kJ/mol) = 330.4
- multiplicity = 1
- orbital gap (eV) = 10.20

(6)
Here is a molecular structure, C46H66N2O24SSi2 from the Open Molecules 2025 dataset. Energies are from wB97M-V/def2-TZVPD.

Cartesian coordinates (Å):
C1 2.264 0.419 -0.392
C2 0.900 0.423 -0.858
Si1 0.570 0.648 -2.733
C3 1.742 -0.435 -3.845
S1 2.496 -1.877 -2.947
C4 4.280 -2.095 -3.394
C5 5.301 -1.283 -2.441
C6 1.154 2.470 -3.112
C7 0.366 3.546 -2.242
C8 -1.032 4.128 -2.780
N1 0.920 3.939 -1.096
O1 -1.089 0.607 -3.199
Si2 -1.918 -0.877 -2.916
C9 -0.950 -2.465 -3.475
O2 -1.892 -3.580 -3.657
C10 -1.201 -4.767 -4.105
C11 -2.461 -1.207 -1.114
C12 -3.950 -0.740 -0.732
C13 -3.922 -0.455 0.882
O3 -4.386 0.494 -1.350
C14 -5.774 0.683 -0.987
C15 -6.715 1.176 -2.178
C16 -8.248 0.846 -2.017
C17 -9.338 1.260 -3.030
C18 -8.892 2.054 -4.291
C19 -7.365 2.366 -4.486
C20 -6.268 1.929 -3.450
C21 -3.468 -0.838 -4.088
C22 -3.480 0.248 -5.215
C23 -4.813 0.177 -6.059
C24 -5.818 -0.912 -5.637
N2 -5.746 -1.907 -4.629
C25 -4.567 -1.888 -3.836
H1 2.494 -0.042 0.626
H2 3.095 0.923 -0.994
H3 0.111 0.335 -0.042
H4 2.622 0.210 -4.232
H5 1.209 -0.849 -4.767
H6 4.510 -1.909 -4.514
H7 4.529 -3.215 -3.231
H8 6.386 -1.682 -2.610
H9 5.346 -0.162 -2.663
H10 5.076 -1.517 -1.332
H11 1.112 2.670 -4.253
H12 2.265 2.497 -2.813
H13 -1.463 4.826 -1.972
H14 -1.784 3.277 -3.005
H15 -0.857 4.705 -3.768
H16 0.274 4.638 -0.668
H17 -0.409 -2.338 -4.474
H18 -0.278 -2.766 -2.598
H19 -0.897 -4.597 -5.196
H20 -1.974 -5.629 -4.078
H21 -0.333 -5.096 -3.435
H22 -2.442 -2.359 -0.979
H23 -1.765 -0.794 -0.308
H24 -4.643 -1.640 -0.934
H25 -3.043 -0.966 1.400
H26 -3.821 0.691 1.001
H27 -4.942 -0.734 1.319
H28 -6.277 -0.267 -0.554
H29 -5.802 1.452 -0.132
H30 -8.592 0.268 -1.081
H31 -10.439 1.001 -2.811
H32 -9.704 2.380 -5.017
H33 -7.108 2.929 -5.450
H34 -5.170 2.168 -3.622
H35 -2.648 0.996 -5.406
H36 -5.006 0.912 -6.924
H37 -6.798 -0.917 -6.249
H38 -4.468 -2.677 -3.003
C26 0.971 -2.090 3.829
C27 1.012 -1.310 2.552
O4 -0.359 -1.019 2.311
C28 -0.997 -1.073 3.512
O5 -2.129 -0.717 3.691
O6 -0.188 -1.582 4.479
H39 1.859 -1.933 4.441
H40 0.840 -3.163 3.661
H41 1.560 -0.369 2.654
H42 1.439 -1.882 1.727
C29 -4.088 -2.484 6.019
C30 -3.985 -3.574 4.999
O7 -4.488 -4.709 5.693
C31 -5.295 -4.246 6.688
O8 -6.009 -4.938 7.357
O9 -5.186 -2.896 6.824
H43 -4.282 -1.510 5.568
H44 -3.196 -2.414 6.647
H45 -4.613 -3.388 4.122
H46 -2.958 -3.741 4.672
C32 2.867 6.686 -0.798
C33 4.079 6.095 -0.144
O10 4.899 7.231 0.095
C34 4.077 8.316 0.146
O11 4.421 9.409 0.496
O12 2.815 7.998 -0.253
H47 1.958 6.132 -0.566
H48 2.971 6.759 -1.885
H49 3.848 5.617 0.812
H50 4.590 5.375 -0.785
C35 7.384 -4.234 -6.634
C36 7.902 -4.982 -5.443
O13 8.268 -3.942 -4.546
C37 7.537 -2.845 -4.886
O14 7.477 -1.843 -4.230
O15 6.883 -3.033 -6.064
H51 6.593 -4.776 -7.155
H52 8.174 -3.985 -7.348
H53 7.134 -5.602 -4.971
H54 8.763 -5.607 -5.685
C38 -4.311 0.340 9.111
C39 -3.555 0.725 10.345
O16 -2.350 -0.019 10.229
C40 -2.173 -0.290 8.907
O17 -1.173 -0.758 8.441
O18 -3.277 0.039 8.182
H55 -4.943 1.148 8.739
H56 -4.925 -0.554 9.257
H57 -3.311 1.791 10.371
H58 -4.088 0.461 11.260
C41 2.105 1.008 6.303
C42 2.866 2.265 6.012
O19 4.079 1.783 5.448
C43 3.822 0.549 4.939
O20 4.581 -0.070 4.247
O21 2.591 0.105 5.316
H59 1.026 1.141 6.210
H60 2.328 0.602 7.293
H61 2.362 2.899 5.276
H62 3.061 2.852 6.911
C44 7.852 -0.384 0.687
C45 8.046 0.461 1.909
O22 8.024 1.784 1.390
C46 7.337 1.742 0.217
O23 6.988 2.710 -0.397
O24 7.094 0.459 -0.169
H63 7.311 -1.308 0.900
H64 8.796 -0.632 0.193
H65 7.230 0.350 2.629
H66 8.993 0.256 2.412

Properties
- highest occupied orbital energy (eV) = -8.30
- multiplicity = 1
- orbital gap (eV) = 8.47